Record 1
72
Properties=species:S:1:pos:R:3 method="wB97M-V/def2-TZVPD" gap_ev=9.268 multiplicity=1 homo_ev=-8.93 smiles=COC[C@H](C)N.COC[C@H](C)N.COC[C@H](C)N.CCO.CCO.O relative_energy_kcal_mol=34.3 total_charge=0
C 1.064 0.563 -0.849
C 0.351 0.972 0.430
O -0.133 2.295 0.372
H 1.526 1.431 -1.311
H 0.311 0.147 -1.525
H 1.740 -0.285 -0.737
H 1.078 0.771 1.235
H -0.495 0.321 0.683
H -0.988 2.331 0.817
C -0.500 -1.373 -3.535
C -0.744 -2.197 -4.778
O -2.086 -1.957 -5.220
H 0.437 -1.737 -3.096
H -1.207 -1.426 -2.706
H -0.439 -0.302 -3.741
H -0.640 -3.247 -4.513
H -0.012 -1.908 -5.533
H -2.073 -1.248 -5.868
O -2.490 3.016 1.863
H -3.368 2.768 2.161
H -2.497 3.977 1.836
C -0.262 -2.567 7.983
C -1.050 -2.168 6.725
C -0.282 -1.385 5.677
O -1.166 -1.189 4.581
C -0.522 -1.062 3.334
N -1.621 -3.438 6.214
H -0.982 -3.122 8.581
H 0.209 -1.745 8.519
H 0.531 -3.273 7.711
H -1.889 -1.580 7.105
H 0.608 -1.966 5.408
H -0.021 -0.400 6.079
H -1.334 -1.236 2.626
H 0.259 -1.806 3.127
H -0.035 -0.097 3.166
H -0.923 -4.179 6.254
H -1.681 -3.280 5.207
C 0.334 -3.060 -0.266
C -0.690 -4.076 0.217
C -1.965 -3.933 -0.620
O -1.735 -4.238 -1.965
C -2.944 -4.248 -2.717
N -0.105 -5.405 0.124
H 1.132 -2.832 0.446
H -0.091 -2.054 -0.353
H 0.739 -3.401 -1.216
H -1.010 -3.836 1.234
H -2.314 -2.897 -0.474
H -2.737 -4.614 -0.229
H -3.347 -3.234 -2.672
H -3.642 -4.994 -2.327
H -2.676 -4.511 -3.737
H -0.054 -5.719 -0.839
H -0.655 -6.117 0.590
C 2.572 3.699 -2.803
C 2.894 5.058 -3.377
C 2.140 6.163 -2.645
O 2.583 7.423 -3.042
C 1.603 8.439 -2.898
N 4.341 5.260 -3.292
H 3.288 2.941 -3.126
H 1.560 3.345 -2.997
H 2.721 3.686 -1.717
H 2.641 5.126 -4.437
H 2.166 6.025 -1.553
H 1.079 5.981 -2.900
H 2.150 9.377 -2.981
H 1.120 8.336 -1.925
H 0.894 8.420 -3.732
H 4.729 5.316 -2.356
H 4.605 6.150 -3.699


Record 2
76
Properties=species:S:1:pos:R:3 method="wB97M-V/def2-TZVPD" gap_ev=8.812 multiplicity=1 homo_ev=-8.65 total_charge=0
C 5.227 1.910 2.063
C 6.014 2.069 0.763
C 5.106 2.105 -0.463
C 4.474 0.746 -0.816
C 2.963 0.676 -0.568
C 2.283 -0.508 -1.279
C 1.643 -1.521 -0.332
C 0.517 -0.984 0.565
C -0.878 -1.207 -0.009
C -1.129 -2.698 -0.297
Cl -1.222 -3.152 -1.951
C -1.193 -3.653 0.640
C -1.114 -3.491 2.125
Cl -1.392 -5.302 0.195
O -0.858 -0.548 -1.336
S -1.255 0.956 -1.274
O -1.995 1.282 -2.434
O -0.164 1.771 -0.867
O -2.244 0.779 -0.008
C -2.082 -0.425 0.666
Br -1.598 0.124 2.560
C -3.390 -1.181 0.915
O -4.087 -1.698 -0.191
C -4.668 -0.843 -1.130
C -4.301 -1.087 -2.430
C -4.830 -0.358 -3.485
C -4.386 -0.629 -4.892
C -5.744 0.635 -3.179
C -6.128 0.860 -1.871
C -5.633 0.125 -0.804
C -6.149 0.353 0.608
C -7.263 1.392 0.702
C -6.643 -0.941 1.265
H 5.890 1.766 2.917
H 4.561 1.046 2.021
H 4.619 2.797 2.239
H 6.712 1.236 0.646
H 6.595 2.990 0.827
H 5.690 2.458 -1.315
H 4.315 2.842 -0.300
H 4.974 -0.039 -0.244
H 4.615 0.561 -1.881
H 2.758 0.642 0.506
H 2.522 1.607 -0.928
H 1.561 -0.149 -2.011
H 3.042 -1.048 -1.852
H 2.434 -1.875 0.335
H 1.316 -2.395 -0.897
H 0.659 0.083 0.736
H 0.589 -1.466 1.534
H -0.332 -4.148 2.511
H -2.047 -3.824 2.582
H -0.886 -2.481 2.431
H -3.113 -2.043 1.513
H -4.017 -0.553 1.543
H -3.582 -1.869 -2.621
H -4.433 -1.695 -5.116
H -3.364 -0.283 -5.048
H -5.035 -0.121 -5.604
H -6.170 1.226 -3.980
H -6.865 1.630 -1.692
H -5.325 0.760 1.204
H -8.181 1.032 0.238
H -7.459 1.616 1.751
H -6.982 2.336 0.234
H -7.531 -1.296 0.740
H -6.932 -0.728 2.296
H -5.903 -1.736 1.282
Cl 9.722 2.749 0.558
C 10.285 1.915 2.027
C 9.176 1.752 3.035
Cl 8.654 3.310 3.724
H 11.116 2.484 2.435
H 10.643 0.933 1.723
H 9.522 1.135 3.862
H 8.304 1.286 2.583


Record 3
81
Properties=species:S:1:pos:R:3 method="wB97M-V/def2-TZVPD" gap_ev="5.671 / 5.675" multiplicity=1 homo_ev="-6.67 / -6.67" total_charge=0
Pb -0.250 -2.861 2.987
C -0.999 2.316 3.828
C -1.410 1.597 2.777
C -0.887 1.474 1.382
C 0.267 0.473 1.187
C 1.556 0.923 1.835
C 1.761 1.946 2.684
C 1.060 3.283 2.695
C 0.003 3.424 3.811
C 1.108 -1.768 4.330
H -1.508 2.136 4.783
H -2.322 1.003 2.910
H -0.612 2.417 0.892
H -1.756 1.109 0.812
H -0.071 -0.524 1.540
H 0.452 0.276 0.111
H 2.417 0.260 1.619
H 2.586 1.872 3.413
H 0.526 3.464 1.753
H 1.826 4.073 2.807
H 0.473 3.514 4.798
H -0.533 4.377 3.658
H 0.730 -1.340 5.284
H 1.566 -0.959 3.747
H 1.827 -2.559 4.590
P 1.437 -1.242 -3.149
P -1.896 -0.998 -2.930
N 2.847 -0.175 -3.305
N 2.091 -2.490 -4.246
N -1.983 0.780 -2.851
N -3.551 -1.197 -3.515
C 0.413 -0.381 -4.443
C -1.002 -0.977 -4.557
C 3.574 0.330 -2.215
C 4.589 1.150 -2.687
C 4.499 1.155 -4.121
C 3.411 0.366 -4.467
C 2.292 -3.820 -3.849
C 2.852 -4.532 -4.907
C 3.004 -3.612 -6.002
C 2.493 -2.390 -5.581
C -1.613 1.456 -1.689
C -1.725 2.825 -1.888
C -2.108 3.010 -3.254
C -2.185 1.750 -3.834
C -4.289 -0.440 -4.439
C -5.442 -1.133 -4.785
C -5.426 -2.375 -4.052
C -4.263 -2.393 -3.292
H 0.896 -0.418 -5.430
H 0.375 0.680 -4.145
H -1.588 -0.434 -5.314
H -0.948 -2.031 -4.879
H 3.281 0.057 -1.208
H 5.313 1.696 -2.084
H 5.155 1.670 -4.821
H 2.994 0.175 -5.448
H 2.005 -4.127 -2.855
H 3.118 -5.582 -4.909
H 3.442 -3.815 -6.970
H 2.364 -1.488 -6.157
H -1.273 0.861 -0.857
H -1.552 3.597 -1.143
H -2.304 3.950 -3.756
H -2.343 1.485 -4.869
H -3.973 0.529 -4.771
H -6.195 -0.791 -5.483
H -6.181 -3.149 -4.100
H -3.866 -3.129 -2.612
Te -1.496 -1.724 5.453
C -0.652 -0.801 7.240
C -0.833 0.562 7.558
C -0.574 1.032 8.867
C -0.100 0.145 9.857
C 0.241 -1.173 9.500
C -0.048 -1.642 8.199
H -1.221 1.213 6.775
H -0.748 2.084 9.131
H 0.016 0.478 10.902
H 0.715 -1.829 10.246
H 0.144 -2.672 7.909